No. 1
49
Properties=species:S:1:pos:R:3 method="wB97M-V/def2-TZVPD" relative_energy_kcal_mol=419.6 orbital_gap_ev=7.872 e_tot_ev=-49084.0719 total_charge=0 multiplicity=1
C -4.85236 -3.19109 -0.53501
N -4.68061 -1.78598 -0.32796
N -3.46152 -1.21248 -0.14228
C -3.35073 -0.08414 0.13277
C -4.46608 0.71659 0.10192
C -4.39844 2.16727 0.60348
C -5.53853 2.94518 0.78821
C -6.74991 2.58816 0.27705
C -6.95040 1.25852 0.01133
C -5.75020 0.34213 0.02236
C -6.06123 -0.82483 -0.26129
O -7.18552 -1.44705 -0.59118
H -7.85094 0.62561 -0.18349
H -7.56385 3.31012 0.49518
H -5.33188 4.10356 0.72411
H -3.42688 2.61697 0.84960
C -1.93162 0.15397 0.41649
O -1.62061 1.39186 0.66723
N -1.04924 -0.66659 0.20118
C 0.19547 -0.81406 0.51629
C 0.98101 0.23517 0.61228
C 2.27694 0.17178 0.98368
C 2.95165 -1.05786 0.70363
C 2.11463 -2.22247 0.51834
C 0.80988 -1.94862 -0.01960
H 0.27092 -2.94705 -0.01843
H 2.66805 -3.41460 0.22003
S 4.75730 -1.22269 0.73503
O 5.22094 -0.30575 1.57084
O 5.06532 -2.74143 1.30572
N 5.14818 -1.27872 -0.92142
H 6.04096 -1.78535 -1.08809
C 4.98057 -0.09534 -1.56152
C 5.69793 0.88195 -1.02942
C 7.02648 1.19564 -0.93946
C 7.24147 2.67048 -0.17790
C 5.96460 2.86176 -0.06605
O 5.03538 2.00223 -0.10504
H 5.54455 3.74546 0.66283
H 7.99783 3.09588 0.12743
H 7.92706 0.58939 -1.19916
H 3.74458 0.17382 -1.29465
H 5.13070 -0.34622 -2.59662
H 2.98980 0.76639 1.09656
H 0.46928 1.26836 0.76764
H -1.49109 -1.70142 0.04939
H -4.43315 -3.87623 0.26340
H -5.81725 -3.58618 -0.75103
H -4.28940 -3.32212 -1.61440

***

No. 2
56
Properties=species:S:1:pos:R:3 method="wB97M-V/def2-TZVPD" relative_energy_kcal_mol=32.7 orbital_gap_ev="5.199 / 5.214" e_tot_ev=-197787.7548 total_charge=-2 multiplicity=2
Ti -0.77829 0.85701 -0.38625
N -1.32156 -0.08393 4.03880
C -1.62077 0.25214 2.72126
S -1.83882 -1.04094 1.57649
N -1.75082 1.51610 2.46834
N -2.04784 1.69172 1.11210
C -3.16871 2.25012 0.84853
C -3.80070 2.25369 -0.45054
C -4.96083 3.02187 -0.62412
C -5.68835 2.97570 -1.79253
C -5.26460 2.12564 -2.81870
C -4.14561 1.33812 -2.67357
C -3.38559 1.38635 -1.49174
O -2.33765 0.60741 -1.38211
H -0.84536 -0.96853 4.10778
H -0.86594 0.66973 4.53481
H -3.73558 2.66275 1.68449
H -5.27817 3.66600 0.18975
H -6.57147 3.59056 -1.91550
H -5.81707 2.09303 -3.75127
H -3.76792 0.71498 -3.47303
C 3.53183 -5.50674 -0.75560
C 2.19286 -4.89091 -1.04823
C 1.40151 -5.30286 -2.11316
C 0.18291 -4.69113 -2.34747
C -0.20681 -3.67441 -1.48766
Br -1.80373 -2.73360 -1.80487
N 0.51080 -3.27951 -0.45377
C 1.68286 -3.87056 -0.25528
H 3.86227 -6.13730 -1.58173
H 3.49905 -6.12799 0.14282
H 4.29105 -4.73980 -0.59603
H 1.74944 -6.09141 -2.77192
H -0.44250 -4.96777 -3.18359
H 2.25645 -3.48839 0.58506
S -1.01165 1.40721 -4.82696
Sb 0.50289 1.94478 -3.20415
S 1.02372 0.05534 -1.80144
S -0.52415 3.08641 -1.36411
S 2.40728 3.03078 -3.84842
N 1.12619 -1.58333 2.23820
C 1.75288 -0.39925 2.16674
N 1.37371 0.61461 1.45725
C 2.29178 1.65942 1.56714
C 2.23547 2.86500 0.87405
C 3.23659 3.79976 1.07100
C 4.29492 3.56369 1.94655
C 4.37595 2.36365 2.63386
C 3.37653 1.42723 2.42731
S 3.23890 -0.17750 3.10163
H 0.19238 -1.67132 1.82456
H 1.48056 -2.30437 2.83587
H 1.43716 3.05094 0.16523
H 3.19857 4.72340 0.50751
H 5.06958 4.30983 2.07617
H 5.20441 2.15660 3.30049

***

No. 3
52
Properties=species:S:1:pos:R:3 method="wB97M-V/def2-TZVPD" relative_energy_kcal_mol=3.2 orbital_gap_ev=6.046 e_tot_ev=-82096.7361 total_charge=-1 multiplicity=1
Cd 1.10283 -8.24262 20.26862
O -3.34590 -10.12240 17.19024
C -2.25100 -10.62070 16.53358
C -2.52959 -11.24142 15.35722
C -1.57847 -11.90158 14.64855
C -0.22938 -11.73260 14.98288
C 0.07745 -11.06213 16.16438
C -0.93648 -10.51720 16.97140
C -0.58958 -9.77144 18.21305
O 0.64673 -9.71056 18.56438
N -1.56743 -9.08294 18.74752
N -1.20975 -8.53558 19.97417
C -1.97286 -7.70029 20.53736
C -1.54138 -6.99337 21.74761
C -2.31493 -5.97828 22.30866
C -1.77000 -5.33619 23.45461
C -0.56819 -5.82533 23.97603
C 0.12331 -6.88000 23.30318
N -0.39466 -7.41660 22.21561
H -3.01621 -9.51706 17.94459
H -3.62571 -11.44091 15.00754
H -1.81725 -12.39461 13.69484
H 0.58992 -11.98693 14.33269
H 1.09779 -10.97860 16.44523
H -2.98630 -7.57050 20.18032
H -3.35288 -5.76012 21.96314
H -2.24314 -4.56147 23.96331
H -0.20854 -5.38291 24.88760
H 0.91320 -7.38534 23.79283
O 5.31840 -3.21269 22.27120
C 4.64679 -4.15749 21.92223
S 4.84543 -5.83299 22.42337
C 3.46262 -6.56775 21.55098
C 2.75533 -5.65876 20.78503
S 1.44082 -5.90333 19.70664
S 3.30756 -3.98703 20.78955
S 3.21196 -8.29621 21.69223
C -2.10891 -5.82826 17.61176
C -3.57468 -5.90611 17.13294
C -3.87049 -6.90956 15.94217
C -4.01695 -4.47019 16.69360
C -4.40111 -6.32453 18.26303
N -5.03142 -6.66650 19.14186
H -1.46209 -5.70407 16.69733
H -1.72444 -6.77664 17.94088
H -1.94230 -5.04400 18.33573
H -3.63066 -6.52042 14.98055
H -4.99202 -7.16996 16.04356
H -3.37751 -7.86662 16.06149
H -3.39046 -4.15851 15.85762
H -3.81989 -3.74684 17.44038
H -5.10712 -4.46089 16.42598